Entry 1:
Here is a structure of composition C12H26BrCl3O7P2Si2 from OMol25. Energies are from the ωB97M-V functional and the def2-TZVPD basis.

Summary:
Kohn-Sham gap = 0.284 hartree
E_tot = -6215.99122 a.u.
largest force on an atom = 3.0 eV/A
molar mass = 586.72 g/mol
LUMO level = 0.108 eV

```
! RIJCOSX wB97M-V def2-TZVPD def2/J DEFGRID3
* xyz 0 1
Br -0.943 1.759 1.750
Cl -7.758 -1.747 -1.354
Cl -8.314 -1.086 -4.129
Cl -6.237 -3.009 -3.482
P 2.777 1.942 2.396
P 2.081 1.944 -1.317
Si -0.311 -0.284 1.091
Si 2.376 0.744 0.522
O -1.832 -1.892 -3.197
O 5.542 -1.805 1.161
O -3.535 -0.496 -3.248
O 1.095 -2.787 3.190
O 1.293 -0.528 0.746
O 1.862 1.238 3.623
O -0.206 -3.550 1.570
C -1.272 -0.897 -0.414
C -7.067 -1.541 -2.968
C 0.162 -2.654 2.499
C 2.160 3.675 2.125
C -0.704 -1.437 2.544
C -2.970 -1.349 -2.677
C 3.313 3.317 -1.426
C 0.417 2.722 -1.487
C 4.268 -1.172 1.285
C 4.043 -0.111 0.230
C -2.729 -1.247 -0.131
C -3.464 -1.860 -1.355
H 2.904 4.211 -0.967
H -2.768 -2.022 0.618
H -3.358 -2.935 -1.333
H 4.230 3.062 -0.909
H 6.026 -1.327 0.479
H -1.146 -0.148 -1.199
H -4.503 -1.575 -1.298
H -0.412 2.076 -1.237
H -0.441 -0.879 3.434
H 3.551 3.532 -2.456
H 3.494 -1.928 1.212
H -1.768 -1.640 2.614
H 1.548 3.788 1.238
H -3.267 -0.382 0.240
H 4.214 -0.733 2.282
H 1.206 1.866 3.956
H 3.989 -0.529 -0.772
H 4.820 0.654 0.240
H 1.589 3.947 3.008
H 0.595 -4.071 1.394
H 3.027 4.321 2.119
H -0.769 -1.803 -0.742
H 0.331 3.654 -0.935
H 0.297 2.990 -2.531
H -1.101 -1.273 -3.078
H -6.336 -0.742 -2.924
*
```

Atom-resolved charges from Mulliken, all expressed in e: atom 1 (Br): -0.3845, atom 2 (Cl): -0.1446, atom 3 (Cl): -0.1389, atom 4 (Cl): -0.1300, atom 5 (P): 0.1163, atom 6 (P): 0.1913, atom 7 (Si): 0.6204, atom 8 (Si): 0.1784, atom 9 (O): -0.5235, atom 10 (O): -0.5450, atom 11 (O): -0.5276, atom 12 (O): -0.4929, atom 13 (O): -0.2307, atom 14 (O): -0.4539, atom 15 (O): -0.4480, atom 16 (C): -0.3727, atom 17 (C): 0.1955, atom 18 (C): 0.2321, atom 19 (C): -0.9565, atom 20 (C): -0.6906, atom 21 (C): 0.5436, atom 22 (C): -1.0568, atom 23 (C): -0.8734, atom 24 (C): -0.1900, atom 25 (C): -1.0038, atom 26 (C): -0.9185, atom 27 (C): -0.2155, atom 28 (H): 0.2946, atom 29 (H): 0.2633, atom 30 (H): 0.3873, atom 31 (H): 0.3262, atom 32 (H): 0.3451, atom 33 (H): 0.2452, atom 34 (H): -0.0431, atom 35 (H): 0.1070, atom 36 (H): 0.4973, atom 37 (H): 0.3840, atom 38 (H): 0.1365, atom 39 (H): 0.5142, atom 40 (H): 0.1122, atom 41 (H): 0.3496, atom 42 (H): 0.2078, atom 43 (H): 0.2768, atom 44 (H): 0.5237, atom 45 (H): 0.4344, atom 46 (H): 0.4377, atom 47 (H): 0.3427, atom 48 (H): 0.3374, atom 49 (H): 0.4879, atom 50 (H): 0.3060, atom 51 (H): 0.3738, atom 52 (H): 0.3627, atom 53 (H): 0.2098

Entry 2:
Here is a structure of composition C33H44BrMoN3OS2Si from OMol25. Energies are from the ωB97M-V functional and the def2-TZVPD basis.

Summary:
Kohn-Sham gap (alpha / beta) = 0.221 / 0.221 hartree
E_tot = -5251.50837 a.u.
relative energy (zero: lowest compared OMol25 entry of this formula, charge and spin) = 1.6939 eV
largest force on an atom = 1.1 eV/A
molar mass = 766.80 g/mol
LUMO level (alpha / beta) = -1.930 / -1.932 eV

```
! RIJCOSX wB97M-V def2-TZVPD def2/J DEFGRID3
* xyz 0 1
Mo -0.473 -1.085 0.290
Br -1.355 -3.344 0.323
S -2.852 2.997 -1.279
S -2.743 0.178 -0.101
Si -0.438 -0.847 -2.419
O -1.126 -0.876 2.172
N 1.224 -1.302 0.532
N -0.802 2.047 -0.016
N -0.208 1.042 0.762
C 4.189 -2.956 1.916
C 5.142 -1.950 1.827
C 1.358 -0.902 -3.132
C -1.849 -1.751 -4.744
C -1.988 1.717 -0.397
C -3.514 5.739 2.377
C 2.545 -1.484 0.969
C 1.421 -1.103 -4.652
C -3.850 5.123 1.182
C 2.198 -2.024 -2.500
C 3.163 0.927 0.382
C 2.887 -2.748 1.493
C 0.309 1.460 1.867
C -0.997 -3.564 -3.260
C 1.830 -0.086 4.949
C 2.004 0.457 -2.823
C -2.989 -2.165 -2.623
C -3.491 3.601 3.475
C 4.790 -0.710 1.325
C -3.829 2.985 2.273
C 1.873 -3.851 1.577
C 0.669 0.496 2.913
C -1.600 -2.149 -3.278
C -4.317 3.048 -0.185
C 0.347 2.928 2.163
C 1.672 0.739 3.857
C 0.933 -1.142 5.143
C -1.100 0.771 -3.115
C -0.083 -1.389 4.241
C -4.016 3.740 1.119
C -0.191 -0.609 3.087
C -3.333 4.978 3.530
C 3.495 -0.448 0.898
H -3.971 5.716 0.281
H -3.673 -2.747 -3.258
H 3.095 0.393 -2.942
H -2.457 -0.845 -4.816
H 3.203 1.656 1.198
H -2.994 -2.626 -1.637
H -2.408 -2.564 -5.224
H 0.970 -3.521 2.089
H -3.942 1.906 2.226
H -2.181 0.860 -2.974
H 3.886 1.238 -0.373
H 4.458 -3.924 2.322
H -0.940 -1.597 -5.319
H -3.349 3.001 4.367
H 2.176 0.968 -0.052
H 1.794 0.803 -1.807
H -1.767 -4.303 -3.525
H 0.905 3.126 3.076
H -3.072 5.461 4.465
H -0.676 3.292 2.288
H 3.183 -2.077 -2.983
H 1.573 -4.184 0.582
H 2.462 -0.969 -4.976
H -3.402 -1.158 -2.525
H -0.596 -3.846 -2.285
H -3.384 6.815 2.412
H 5.531 0.080 1.259
H 0.814 -0.375 -5.196
H 1.636 1.229 -3.505
H 2.353 1.572 3.710
H 1.036 -1.779 6.013
H 0.768 3.478 1.321
H -0.189 -3.656 -3.993
H -5.089 3.550 -0.766
H 1.720 -3.003 -2.619
H -0.785 -2.201 4.380
H -4.619 2.018 -0.015
H 2.626 0.096 5.662
H 6.160 -2.137 2.150
H 1.115 -2.108 -4.952
H -0.630 1.650 -2.664
H 2.365 -1.863 -1.439
H -0.893 0.795 -4.190
H 2.284 -4.704 2.117
*
```

Atom-resolved charges from Mulliken, all expressed in e: atom 1 (Mo): -1.1500, atom 2 (Br): -0.3656, atom 3 (S): -0.0235, atom 4 (S): -0.4010, atom 5 (Si): 1.7547, atom 6 (O): -0.9575, atom 7 (N): 0.5655, atom 8 (N): -0.8138, atom 9 (N): 1.2082, atom 10 (C): -1.0140, atom 11 (C): -0.8478, atom 12 (C): 2.7163, atom 13 (C): -1.9952, atom 14 (C): -0.1432, atom 15 (C): -0.5671, atom 16 (C): 0.3265, atom 17 (C): -2.2444, atom 18 (C): -0.3282, atom 19 (C): -2.0097, atom 20 (C): -0.9630, atom 21 (C): 0.8702, atom 22 (C): 0.1570, atom 23 (C): -1.6672, atom 24 (C): -1.0788, atom 25 (C): -1.7752, atom 26 (C): -1.8070, atom 27 (C): -0.7069, atom 28 (C): -0.9486, atom 29 (C): -0.1514, atom 30 (C): -1.0414, atom 31 (C): 0.3955, atom 32 (C): 2.4291, atom 33 (C): -1.3147, atom 34 (C): -1.2831, atom 35 (C): -0.3215, atom 36 (C): -0.4504, atom 37 (C): -1.6659, atom 38 (C): -0.4741, atom 39 (C): 0.6938, atom 40 (C): 0.8111, atom 41 (C): -0.3994, atom 42 (C): 1.3261, atom 43 (H): 0.3722, atom 44 (H): 0.5595, atom 45 (H): 0.5359, atom 46 (H): 0.3224, atom 47 (H): 0.3704, atom 48 (H): 0.1366, atom 49 (H): 0.6053, atom 50 (H): 0.0512, atom 51 (H): 0.3158, atom 52 (H): 0.3053, atom 53 (H): 0.6255, atom 54 (H): 0.4285, atom 55 (H): 0.3156, atom 56 (H): 0.4024, atom 57 (H): -0.7702, atom 58 (H): 0.0065, atom 59 (H): 0.4930, atom 60 (H): 0.5271, atom 61 (H): 0.3860, atom 62 (H): 0.0041, atom 63 (H): 0.5369, atom 64 (H): 0.2011, atom 65 (H): 0.5640, atom 66 (H): 0.3231, atom 67 (H): 0.1477, atom 68 (H): 0.3816, atom 69 (H): 0.4932, atom 70 (H): 0.3988, atom 71 (H): 0.3984, atom 72 (H): 0.4041, atom 73 (H): 0.4144, atom 74 (H): 0.3414, atom 75 (H): 0.2865, atom 76 (H): 0.5698, atom 77 (H): 0.2324, atom 78 (H): 0.5205, atom 79 (H): 0.4808, atom 80 (H): 0.4398, atom 81 (H): 0.4383, atom 82 (H): 0.3430, atom 83 (H): 0.4698, atom 84 (H): 0.2200, atom 85 (H): 0.5873, atom 86 (H): 0.4694

Entry 3:
Here is a structure of composition C18H37CeOP3S from OMol25. Energies are from the ωB97M-V functional and the def2-TZVPD basis.

Summary:
Kohn-Sham gap (alpha / beta) = 0.210 / 0.152 hartree
E_tot = -2679.52414 a.u.
relative energy (zero: lowest compared OMol25 entry of this formula, charge and spin) = 3.1017 eV
largest force on an atom = 6.6 eV/A
molar mass = 534.60 g/mol
LUMO level (alpha / beta) = -11.027 / -12.177 eV

```
! RIJCOSX wB97M-V def2-TZVPD def2/J DEFGRID3
* xyz 3 2
Ce 0.246 -0.716 1.221
S 1.668 -2.128 -0.746
P 2.642 1.042 1.377
P -2.637 -0.739 0.948
P -0.613 1.543 3.012
O 0.019 -1.046 4.917
C 1.447 -3.810 -6.004
C -3.994 -1.131 2.087
C 0.264 -2.638 -2.966
C 0.967 -1.657 -2.233
C 2.493 2.782 0.789
C -2.698 -2.159 -0.218
C -0.333 -0.958 -4.603
C 3.841 0.368 0.166
C -2.104 1.444 4.066
C -3.407 0.571 -0.073
C 0.506 2.332 4.226
C 0.982 -0.318 -2.674
C 0.274 0.031 -3.823
C 1.130 -2.655 -6.597
C 0.095 -0.912 3.759
C -0.423 -2.273 -4.113
C -1.058 2.998 1.980
C 3.776 1.313 2.791
H -3.742 -2.469 -0.372
H 0.883 1.592 4.940
H -0.076 3.086 4.775
H -1.924 2.753 1.343
H -2.135 -3.005 0.205
H -0.935 -3.058 -4.676
H 4.190 0.350 3.113
H 4.145 -0.639 0.469
H 4.602 1.968 2.483
H 1.875 -1.931 -6.946
H -0.141 0.289 -0.310
H -0.203 3.297 1.354
H -2.239 -1.891 -1.180
H -2.033 0.602 4.765
H -2.163 2.378 4.644
H 0.200 1.070 -4.148
H 2.107 3.443 1.578
H 2.480 -4.116 -5.816
H -0.678 -0.714 -5.613
H 3.388 0.277 -0.827
H 3.256 1.763 3.643
H 0.075 -2.428 -6.795
H -3.014 1.346 3.462
H 1.805 2.831 -0.067
H 0.646 -4.505 -5.732
H -4.124 -2.217 2.145
H -3.758 -0.758 3.089
H 0.321 -3.679 -2.648
H -3.689 1.423 0.558
H -1.324 3.822 2.663
H -4.926 -0.667 1.738
H 1.350 2.832 3.738
H 4.725 1.013 0.105
H 3.483 3.147 0.473
H 1.487 0.420 -2.046
H -2.689 0.919 -0.826
H -4.303 0.177 -0.573
*
```

Atom-resolved charges from Mulliken, all expressed in e: atom 1 (Ce): 0.2314, atom 2 (S): -0.1746, atom 3 (P): 0.9745, atom 4 (P): 0.9762, atom 5 (P): 0.5091, atom 6 (O): -0.1323, atom 7 (C): -0.5063, atom 8 (C): -1.3340, atom 9 (C): -0.7227, atom 10 (C): 1.1604, atom 11 (C): -1.3485, atom 12 (C): -1.2851, atom 13 (C): -0.6706, atom 14 (C): -1.1549, atom 15 (C): -1.1602, atom 16 (C): -1.4307, atom 17 (C): -1.0951, atom 18 (C): 0.0153, atom 19 (C): -0.9310, atom 20 (C): -0.4996, atom 21 (C): 0.3690, atom 22 (C): -0.6336, atom 23 (C): -1.0926, atom 24 (C): -1.2092, atom 25 (H): 0.4649, atom 26 (H): 0.4106, atom 27 (H): 0.5151, atom 28 (H): 0.2109, atom 29 (H): 0.4381, atom 30 (H): 0.6979, atom 31 (H): 0.4201, atom 32 (H): 0.3931, atom 33 (H): 0.4122, atom 34 (H): 0.2759, atom 35 (H): 0.0389, atom 36 (H): 0.2070, atom 37 (H): 0.3311, atom 38 (H): 0.4216, atom 39 (H): 0.4853, atom 40 (H): 0.4946, atom 41 (H): 0.3919, atom 42 (H): 0.2837, atom 43 (H): 0.5291, atom 44 (H): 0.3018, atom 45 (H): 0.3221, atom 46 (H): 0.3496, atom 47 (H): 0.3452, atom 48 (H): 0.3500, atom 49 (H): 0.2820, atom 50 (H): 0.4527, atom 51 (H): 0.3196, atom 52 (H): 0.4609, atom 53 (H): 0.4165, atom 54 (H): 0.4112, atom 55 (H): 0.4348, atom 56 (H): 0.2781, atom 57 (H): 0.4428, atom 58 (H): 0.4980, atom 59 (H): 0.2308, atom 60 (H): 0.3513, atom 61 (H): 0.4759

> What is the molar mass in the third record?

534.60 g/mol

> Which of these has the lowest largest force on an atom?

C33H44BrMoN3OS2Si

> Among the records above, which one has the lowest E_tot?

C12H26BrCl3O7P2Si2

> What is the formula in the first record?

C12H26BrCl3O7P2Si2